Formula: C22H31N3O2
Source: OMol25
Level of theory: ωB97M-V/def2-TZVPD

Structure (XYZ):
```
58
Properties=species:S:1:pos:R:3:forces:R:3:nbo_charge:R:1
C 7.907 -3.634 0.782 -0.196 0.150 0.064 -0.599
C 6.972 -2.477 0.449 0.223 -0.133 -0.231 -0.396
C 7.217 -1.947 -0.961 -0.122 0.270 0.246 -0.384
C 6.380 -0.717 -1.317 -0.036 -0.326 -0.133 -0.387
H 6.721 -0.354 -2.289 0.007 0.092 -0.005 0.204
C 4.867 -0.987 -1.386 0.213 0.499 -0.007 -0.221
C 4.242 -0.329 -2.619 -0.175 -0.348 0.079 -0.392
C 2.748 -0.624 -2.705 0.003 0.294 0.007 -0.382
C 2.022 -0.142 -1.451 -0.034 -0.481 -0.165 -0.311
C 0.549 -0.524 -1.505 0.306 0.356 0.046 0.709
O 0.132 -1.473 -2.139 -0.035 -0.195 -0.080 -0.635
N -0.224 0.290 -0.745 -0.084 0.447 0.372 -0.601
C -1.585 0.282 -0.450 -0.533 -0.215 -0.155 -0.029
C -2.675 -0.434 -0.839 0.491 0.143 0.230 0.220
N -3.774 -0.019 -0.102 0.097 -0.414 0.492 -0.215
N -3.372 1.069 0.672 0.148 0.094 -0.480 -0.280
C -2.012 1.263 0.535 -0.052 -0.095 -0.318 0.604
O -1.325 2.077 1.132 0.178 0.060 0.143 -0.652
C -4.156 1.552 1.728 -0.272 0.038 0.414 0.212
C -4.027 2.883 2.113 0.069 -0.059 -0.113 -0.232
C -4.786 3.367 3.161 -0.038 -0.030 0.021 -0.195
C -5.683 2.542 3.819 -0.047 0.014 0.089 -0.221
C -5.804 1.216 3.439 -0.053 0.037 0.031 -0.200
C -5.039 0.713 2.403 0.140 -0.018 -0.085 -0.269
H -5.107 -0.330 2.130 0.010 -0.069 -0.054 0.224
H -6.489 0.563 3.959 -0.050 -0.050 0.037 0.215
H -6.280 2.928 4.631 -0.049 0.035 0.069 0.215
H -4.680 4.398 3.462 0.017 0.087 0.014 0.217
H -3.320 3.515 1.601 0.048 0.051 -0.061 0.242
C -5.083 0.050 -0.714 -0.132 0.250 -0.267 -0.422
H -5.076 0.658 -1.624 -0.034 0.033 0.004 0.191
H -5.786 0.486 -0.007 0.016 -0.083 -0.050 0.228
H -5.410 -0.958 -0.960 0.002 0.031 0.018 0.218
C -2.843 -1.510 -1.847 0.001 -0.035 -0.081 -0.682
H -1.864 -1.820 -2.202 -0.127 0.008 0.007 0.291
H -3.357 -2.364 -1.409 -0.082 -0.063 0.020 0.222
H -3.429 -1.154 -2.695 -0.081 -0.004 -0.065 0.220
H 0.232 1.027 -0.214 0.059 -0.118 -0.152 0.424
C 2.648 -0.789 -0.209 0.110 0.313 0.111 -0.389
C 4.140 -0.479 -0.139 -0.154 -0.398 -0.068 -0.393
H 4.563 -0.936 0.757 0.064 0.061 0.063 0.212
H 4.280 0.602 -0.059 0.079 0.071 0.029 0.195
H 2.499 -1.870 -0.263 -0.058 -0.058 0.018 0.207
H 2.150 -0.427 0.694 -0.036 -0.072 0.018 0.210
H 2.115 0.947 -1.372 -0.017 -0.001 0.024 0.205
H 2.584 -1.698 -2.811 -0.041 -0.007 -0.036 0.217
H 2.320 -0.138 -3.584 -0.043 -0.081 -0.039 0.211
H 4.734 -0.696 -3.522 0.071 0.064 -0.027 0.208
H 4.398 0.752 -2.568 0.101 0.087 -0.026 0.192
H 4.704 -2.067 -1.466 -0.023 -0.087 0.006 0.192
H 6.579 0.073 -0.590 0.033 0.107 0.007 0.197
H 8.275 -1.684 -1.055 0.060 -0.075 -0.040 0.198
H 7.013 -2.741 -1.684 0.047 -0.055 -0.071 0.192
H 7.126 -1.670 1.169 -0.095 0.052 0.039 0.193
H 5.940 -2.817 0.541 -0.097 0.064 0.067 0.193
H 7.716 -4.005 1.787 0.052 -0.104 0.080 0.207
H 7.763 -4.454 0.081 0.027 -0.121 -0.054 0.200
H 8.946 -3.315 0.726 0.125 -0.012 -0.001 0.200
```
Positions in Å, forces in eV/Å.

Values from the calculation:
Lowest unoccupied orbital energy ... 0.7154 eV
ΔE to the lowest compared entry with this formula, charge and spin ... 98.3 kJ/mol
2S+1 ... 1
HOMO energy ... -0.2910 Eh
Kohn-Sham gap ... 8.633 eV
Total charge ... 0
SMILES ... CCCC[C@H]1CC[C@H](C(=O)Nc2c(C)n(C)n(-c3ccccc3)c2=O)CC1

Formula: C22H31N3O4S
Source: OMol25
Level of theory: ωB97M-V/def2-TZVPD

Structure (XYZ):
```
61
Properties=species:S:1:pos:R:3:forces:R:3:nbo_charge:R:1
C -5.169 -1.929 -0.284 0.220 0.234 0.030 -0.610
H -6.190 -1.698 -0.575 -0.133 -0.012 0.011 0.214
H -4.770 -2.680 -0.960 0.002 -0.100 -0.074 0.216
H -5.179 -2.340 0.723 -0.053 -0.096 0.092 0.198
C -4.314 -0.668 -0.354 -0.583 -0.010 -0.350 -0.223
N -2.929 -0.959 -0.049 0.704 0.393 -0.544 -0.677
S -1.770 -0.408 -1.118 0.145 -0.112 -0.393 2.335
O -0.766 -1.426 -1.267 0.035 0.186 0.225 -0.956
O -2.431 0.006 -2.321 -0.211 0.197 0.130 -0.936
C -0.953 0.999 -0.360 -0.618 -0.532 -0.341 -0.422
C 0.401 0.907 -0.136 0.185 0.267 0.028 -0.066
C 1.097 1.979 0.412 -0.282 0.183 -0.132 -0.193
C 0.385 3.138 0.711 0.198 -0.201 -0.026 -0.109
C -0.976 3.233 0.492 -0.336 -0.024 -0.058 -0.318
C -1.672 2.151 -0.047 0.021 0.077 0.081 0.346
O -3.005 2.105 -0.275 0.306 -0.113 0.017 -0.496
C -3.759 3.289 -0.128 -0.154 0.203 0.080 -0.252
H -4.766 3.036 -0.455 0.053 0.059 0.037 0.206
H -3.787 3.619 0.916 0.015 -0.019 -0.063 0.179
H -3.366 4.093 -0.756 0.007 -0.044 0.018 0.187
H -1.490 4.148 0.743 -0.075 0.056 0.014 0.227
H 0.930 3.973 1.126 0.050 0.050 0.019 0.246
C 2.575 1.975 0.665 0.012 -0.176 0.153 0.665
O 3.163 2.989 1.006 0.012 0.277 0.013 -0.644
N 3.174 0.779 0.525 -0.108 -0.125 0.026 -0.643
H 2.691 0.001 0.081 -0.078 0.159 0.007 0.436
C 4.607 0.622 0.486 0.290 0.161 -0.097 -0.222
C 5.056 0.150 -0.900 -0.168 -0.204 0.217 -0.412
H 4.779 0.901 -1.640 0.065 0.070 -0.049 0.205
H 6.144 0.059 -0.907 0.031 0.023 -0.053 0.215
C 4.458 -1.210 -1.275 0.200 0.218 -0.024 -0.218
N 3.003 -1.188 -1.391 -0.047 -0.264 -0.079 -0.470
C 2.558 -0.542 -2.614 0.000 0.087 0.060 -0.426
H 2.846 0.508 -2.606 -0.015 0.070 -0.074 0.200
H 1.472 -0.603 -2.671 -0.039 0.033 -0.049 0.222
H 2.982 -1.017 -3.511 0.015 -0.020 -0.012 0.173
C 2.430 -2.519 -1.289 -0.036 -0.064 -0.016 -0.418
H 1.343 -2.436 -1.312 0.032 -0.095 0.008 0.235
H 2.725 -2.966 -0.341 -0.006 -0.061 0.005 0.196
H 2.753 -3.178 -2.107 0.040 -0.043 -0.054 0.165
H 4.715 -1.925 -0.488 0.015 -0.033 -0.037 0.195
H 4.924 -1.563 -2.212 -0.073 -0.088 0.052 0.174
H 5.059 1.586 0.732 -0.039 -0.168 0.043 0.236
H 4.907 -0.114 1.241 0.081 0.069 -0.014 0.184
H 0.865 -0.025 -0.411 0.185 -0.138 0.019 0.239
C -2.578 -0.888 1.356 0.137 0.000 0.434 -0.260
C -1.216 -1.457 1.633 0.138 -0.105 0.446 0.036
C -0.916 -2.758 1.250 0.061 -0.020 0.204 -0.207
C 0.334 -3.289 1.504 -0.119 -0.106 -0.015 -0.202
C 1.297 -2.529 2.148 0.083 0.042 0.048 -0.218
C 1.003 -1.236 2.541 0.105 0.008 0.086 -0.220
C -0.250 -0.705 2.288 -0.205 -0.130 0.087 -0.227
H -0.476 0.305 2.603 -0.035 0.124 -0.026 0.213
H 1.747 -0.635 3.041 0.082 0.050 0.045 0.221
H 2.273 -2.945 2.349 0.093 -0.040 0.010 0.212
H 0.559 -4.300 1.198 0.021 -0.097 -0.037 0.213
H -1.665 -3.341 0.738 -0.077 -0.092 -0.121 0.220
H -2.632 0.151 1.719 -0.041 -0.132 -0.003 0.190
H -3.327 -1.472 1.904 0.022 0.117 -0.097 0.220
H -4.327 -0.268 -1.368 -0.220 0.049 0.162 0.247
H -4.703 0.098 0.329 0.088 0.002 -0.069 0.178
```
Positions in Å, forces in eV/Å.

Values from the calculation:
Lowest unoccupied orbital energy ... 0.5675 eV
ΔE to the lowest compared entry with this formula, charge and spin ... 195.5 kJ/mol
2S+1 ... 1
HOMO energy ... -0.3204 Eh
Kohn-Sham gap ... 9.287 eV
Total charge ... 0
SMILES ... CCN(Cc1ccccc1)S(=O)(=O)c1cc(C(=O)NCCCN(C)C)ccc1OC

Formula: C22H31N3O5S
Source: OMol25
Level of theory: ωB97M-V/def2-TZVPD

Structure (XYZ):
```
62
Properties=species:S:1:pos:R:3:forces:R:3:nbo_charge:R:1
C 6.908 -0.899 1.587 0.116 -0.133 0.201 -0.253
H 7.950 -0.986 1.285 -0.074 -0.018 0.067 0.206
O 6.269 -0.210 0.537 -0.336 0.198 -0.244 -0.471
C 4.947 0.050 0.640 0.034 0.038 -0.081 0.299
C 4.141 -0.314 1.708 0.232 0.033 -0.116 -0.298
C 2.789 0.006 1.713 -0.294 0.068 -0.019 -0.185
C 2.255 0.683 0.643 -0.520 0.026 0.207 -0.360
C 3.034 1.064 -0.439 0.362 0.034 -0.210 -0.233
C 4.383 0.754 -0.457 -0.058 0.000 0.042 0.269
O 5.243 1.067 -1.453 0.050 -0.188 0.338 -0.473
C 4.751 1.781 -2.563 -0.080 0.113 -0.188 -0.254
H 3.981 1.214 -3.096 0.014 0.011 0.030 0.178
H 5.608 1.928 -3.217 -0.105 0.016 0.014 0.207
H 4.348 2.755 -2.268 0.003 -0.033 0.006 0.179
H 2.567 1.597 -1.249 0.062 0.077 -0.222 0.226
S 0.530 1.140 0.643 0.190 0.008 0.040 2.329
O 0.446 2.575 0.731 0.226 0.088 -0.289 -0.955
O -0.165 0.387 1.643 0.308 -0.236 -0.135 -0.928
N -0.022 0.736 -0.883 0.452 0.571 0.949 -0.704
C -0.449 -0.578 -1.121 -0.104 -0.898 -0.054 0.214
C -1.462 -0.875 -2.030 0.118 0.296 0.055 -0.274
C -1.863 -2.184 -2.219 0.117 -0.139 0.106 -0.188
C -1.283 -3.230 -1.514 -0.024 0.035 -0.070 -0.034
C -0.261 -2.926 -0.625 -0.005 0.113 -0.030 -0.189
C 0.162 -1.624 -0.436 -0.061 -0.127 -0.092 -0.250
H 0.964 -1.416 0.253 0.053 -0.161 0.022 0.220
H 0.220 -3.720 -0.072 0.063 -0.090 0.052 0.209
C -1.759 -4.639 -1.693 -0.051 0.040 0.061 -0.624
H -2.585 -4.841 -1.011 -0.056 -0.104 0.011 0.221
H -0.964 -5.349 -1.478 0.018 -0.097 -0.012 0.214
H -2.115 -4.802 -2.708 -0.023 -0.077 -0.056 0.216
H -2.654 -2.391 -2.925 -0.077 -0.014 -0.088 0.212
H -1.947 -0.094 -2.591 -0.067 0.143 -0.083 0.244
C -0.318 1.800 -1.821 -0.117 0.310 -0.206 -0.321
C -1.789 2.251 -1.765 0.484 0.074 0.012 0.667
O -2.528 2.167 -2.727 -0.201 -0.090 -0.296 -0.635
N -2.146 2.733 -0.568 -0.031 0.162 0.382 -0.627
H -1.446 2.767 0.163 -0.059 0.076 -0.153 0.423
C -3.534 2.924 -0.206 -0.320 -0.249 -0.187 -0.222
C -4.151 1.618 0.305 0.218 0.195 0.213 -0.411
C -3.509 1.162 1.616 -0.228 0.015 -0.246 -0.220
N -3.986 -0.151 2.034 -0.032 0.097 0.086 -0.441
C -3.731 -0.358 3.447 -0.066 0.013 -0.076 -0.408
H -4.255 0.403 4.023 0.019 0.008 0.081 0.194
H -4.116 -1.335 3.736 0.018 -0.033 0.083 0.195
H -2.659 -0.315 3.689 0.055 -0.012 0.061 0.167
C -3.362 -1.209 1.261 -0.037 0.008 -0.047 -0.425
H -3.741 -2.169 1.607 0.004 -0.077 -0.035 0.195
H -2.266 -1.202 1.355 0.020 -0.039 -0.008 0.180
H -3.617 -1.103 0.208 0.035 -0.066 -0.072 0.199
H -2.412 1.160 1.524 -0.110 0.046 0.079 0.178
H -3.779 1.880 2.396 0.050 0.016 0.009 0.188
H -5.222 1.753 0.457 -0.053 -0.042 -0.012 0.211
H -4.016 0.860 -0.466 -0.040 -0.032 -0.082 0.206
H -4.062 3.249 -1.105 0.038 0.084 0.182 0.227
H -3.591 3.705 0.554 -0.018 0.025 -0.055 0.196
H 0.315 2.648 -1.554 -0.071 -0.008 -0.212 0.247
H -0.086 1.465 -2.837 -0.080 0.032 0.146 0.231
H 2.150 -0.272 2.535 -0.030 -0.082 0.133 0.245
H 4.554 -0.846 2.549 0.084 -0.053 0.056 0.229
H 6.487 -1.899 1.726 0.000 0.046 -0.006 0.179
H 6.848 -0.342 2.527 -0.015 -0.019 -0.040 0.179
```
Positions in Å, forces in eV/Å.

Values from the calculation:
Lowest unoccupied orbital energy ... 0.5245 eV
ΔE to the lowest compared entry with this formula, charge and spin ... 255.0 kJ/mol
2S+1 ... 1
HOMO energy ... -0.2978 Eh
Kohn-Sham gap ... 8.628 eV
Total charge ... 0
SMILES ... COc1ccc(S(=O)(=O)N(CC(=O)NCCCN(C)C)c2ccc(C)cc2)cc1OC

Formula: C22H31N3O6S
Source: OMol25
Level of theory: ωB97M-V/def2-TZVPD

Structure (XYZ):
```
63
Properties=species:S:1:pos:R:3:forces:R:3:nbo_charge:R:1
C -4.830 0.834 -2.405 0.161 0.119 -0.125 -0.619
H -4.892 1.243 -1.400 -0.035 0.022 0.090 0.213
H -4.798 -0.251 -2.334 -0.018 -0.094 0.015 0.220
H -5.723 1.119 -2.954 -0.124 0.020 -0.026 0.223
C -3.589 1.347 -3.132 -0.611 0.026 -0.033 -0.206
N -2.373 0.974 -2.433 0.231 -0.124 -0.162 -0.375
C -1.722 -0.138 -2.827 0.335 -0.256 0.023 0.141
C -0.596 -0.640 -2.254 -0.041 -0.039 -0.002 -0.304
C -0.012 0.023 -1.109 -0.193 -0.019 -0.162 0.522
O 0.985 -0.361 -0.497 0.068 0.118 0.101 -0.636
C -0.736 1.236 -0.694 -0.155 0.222 0.117 -0.182
C -0.240 1.959 0.394 0.039 0.006 -0.089 -0.123
C -0.893 3.077 0.844 0.364 0.328 0.444 -0.361
C -2.047 3.520 0.210 -0.100 0.009 -0.151 -0.155
C -2.548 2.834 -0.872 -0.063 0.054 0.022 -0.278
C -1.906 1.679 -1.348 0.432 0.156 0.536 0.275
H -3.443 3.203 -1.346 -0.087 0.014 -0.057 0.223
H -2.525 4.415 0.575 -0.131 0.109 -0.047 0.246
S -0.280 3.970 2.278 -0.108 -0.050 0.299 2.340
O -0.844 5.287 2.237 -0.271 -0.141 -0.130 -0.941
O 1.139 3.804 2.337 0.006 -0.346 -0.099 -0.931
N -0.909 3.228 3.620 0.498 0.615 -0.749 -0.676
C -2.308 3.410 3.921 -0.654 -0.075 -0.094 -0.260
H -2.624 4.340 3.451 -0.196 -0.011 0.152 0.238
C -3.132 2.216 3.427 -0.027 0.268 0.009 -0.086
H -4.161 2.281 3.785 0.038 0.078 -0.089 0.200
O -2.621 1.004 3.936 -0.054 -0.067 0.199 -0.524
C -1.279 0.800 3.544 0.255 0.038 0.016 -0.087
H -0.974 -0.143 4.000 0.076 0.053 -0.092 0.203
C -0.381 1.946 4.025 0.109 -0.637 -0.036 -0.261
H 0.625 1.864 3.616 0.045 -0.183 0.160 0.241
H -0.328 1.931 5.119 0.046 0.013 -0.092 0.206
H -1.223 0.708 2.449 -0.007 -0.049 0.150 0.167
H -3.131 2.187 2.325 -0.056 -0.007 0.135 0.162
H -2.416 3.498 5.008 0.009 0.043 -0.088 0.207
H 0.673 1.626 0.863 0.099 -0.102 -0.003 0.264
C -0.057 -1.903 -2.862 -0.005 0.277 0.091 0.671
O -0.691 -2.505 -3.716 -0.193 -0.167 -0.213 -0.662
N 1.150 -2.265 -2.411 0.365 0.000 0.271 -0.614
C 1.807 -3.491 -2.784 -0.038 -0.429 -0.173 -0.230
C 1.819 -4.507 -1.636 0.285 0.394 0.097 -0.417
C 2.563 -3.972 -0.414 -0.259 -0.257 0.034 -0.064
O 3.887 -3.668 -0.788 0.070 0.013 -0.180 -0.558
C 4.615 -2.891 0.152 0.340 0.224 0.115 0.109
C 4.320 -1.397 -0.003 -0.125 -0.473 0.048 -0.643
H 4.896 -0.830 0.723 0.061 0.109 0.083 0.211
H 4.598 -1.073 -1.004 0.056 0.052 -0.121 0.207
H 3.267 -1.178 0.150 -0.097 0.073 0.022 0.226
C 6.095 -3.179 -0.089 -0.467 -0.083 0.111 -0.615
H 6.292 -4.241 0.028 0.061 -0.094 0.017 0.214
H 6.361 -2.889 -1.102 0.061 0.062 -0.127 0.209
H 6.706 -2.623 0.616 0.101 0.068 0.055 0.207
H 4.344 -3.213 1.171 0.017 0.012 -0.125 0.159
H 2.565 -4.733 0.384 -0.015 0.150 -0.076 0.169
H 2.051 -3.083 -0.021 0.012 -0.020 0.013 0.168
H 2.316 -5.412 -1.985 -0.017 -0.100 0.014 0.212
H 0.796 -4.754 -1.347 -0.032 -0.053 -0.009 0.210
H 2.839 -3.269 -3.066 -0.117 -0.041 -0.069 0.209
H 1.269 -3.902 -3.642 0.159 0.056 0.058 0.230
H 1.556 -1.718 -1.659 -0.222 0.095 -0.086 0.433
H -2.133 -0.675 -3.672 -0.050 0.010 -0.022 0.246
H -3.625 2.432 -3.248 0.073 -0.109 -0.066 0.208
H -3.546 0.908 -4.131 0.096 0.121 0.094 0.219
```
Positions in Å, forces in eV/Å.

Values from the calculation:
Lowest unoccupied orbital energy ... -0.3157 eV
ΔE to the lowest compared entry with this formula, charge and spin ... 172.6 kJ/mol
2S+1 ... 1
HOMO energy ... -0.3253 Eh
Kohn-Sham gap ... 8.537 eV
Total charge ... 0
SMILES ... CCn1cc(C(=O)NCCCOC(C)C)c(=O)c2cc(S(=O)(=O)N3CCOCC3)ccc21

Question: Which value of HOMO energy does entry 1 give?
Answer: -0.2910 Eh

Question: Among the records above, which one has the lowest HOMO energy?
Answer: C22H31N3O6S